{
  "formula": "C47H63N5NiSSbSi4Te",
  "method": "wB97M-V/def2-TZVPD",
  "elements": ["Ni", "C", "C", "C", "C", "C", "C", "N", "C", "C", "C", "C", "C", "N", "C", "C", "C", "C", "C", "C", "N", "H", "H", "H", "H", "H", "H", "H", "H", "H", "H", "H", "H", "H", "H", "H", "S", "Sb", "C", "C", "C", "C", "C", "C", "C", "C", "C", "C", "C", "C", "C", "C", "C", "C", "C", "C", "H", "H", "H", "H", "H", "H", "H", "H", "H", "H", "H", "H", "H", "H", "H", "C", "Si", "C", "C", "Si", "Te", "Si", "C", "C", "C", "Si", "C", "C", "C", "H", "H", "H", "H", "H", "H", "H", "H", "H", "H", "H", "H", "H", "H", "H", "H", "H", "H", "H", "H", "H", "H", "H", "H", "H", "H", "H", "C", "N", "C", "C", "N", "H", "H", "H", "H", "H", "H"],
  "xyz": [[0.392, 0.330, -0.617], [3.814, 1.815, -0.957], [3.652, 0.695, 0.029], [4.767, -0.019, 0.466], [4.618, -0.969, 1.452], [3.369, -1.156, 2.025], [2.307, -0.420, 1.536], [2.435, 0.453, 0.524], [0.940, -0.538, 2.105], [0.672, -1.064, 3.362], [-0.644, -1.124, 3.790], [-1.656, -0.684, 2.955], [-1.309, -0.187, 1.707], [-0.040, -0.093, 1.325], [-2.304, 0.163, 0.665], [-3.643, 0.324, 0.961], [-4.523, 0.556, -0.080], [-4.035, 0.609, -1.366], [-2.667, 0.460, -1.590], [-2.103, 0.527, -2.963], [-1.816, 0.250, -0.585], [4.386, 2.623, -0.495], [2.845, 2.200, -1.261], [4.354, 1.488, -1.844], [5.734, 0.182, 0.024], [5.467, -1.550, 1.790], [3.223, -1.879, 2.817], [1.473, -1.408, 4.000], [-0.882, -1.539, 4.762], [-2.693, -0.782, 3.246], [-3.999, 0.262, 1.979], [-5.581, 0.678, 0.115], [-4.696, 0.764, -2.209], [-2.886, 0.410, -3.708], [-1.362, -0.257, -3.094], [-1.608, 1.489, -3.120], [0.852, -1.806, -1.465], [-1.463, -3.483, 0.714], [-1.732, -5.063, -0.696], [-2.957, -5.638, -1.023], [-3.025, -6.684, -1.938], [-1.864, -7.181, -2.514], [-0.636, -6.622, -2.182], [-0.572, -5.557, -1.294], [-0.569, -4.698, 2.221], [0.741, -4.373, 2.579], [1.436, -5.135, 3.513], [0.822, -6.231, 4.102], [-0.478, -6.571, 3.746], [-1.165, -5.814, 2.807], [-3.448, -3.379, 1.492], [-3.748, -3.557, 2.842], [-5.034, -3.336, 3.322], [-6.042, -2.930, 2.456], [-5.757, -2.743, 1.109], [-4.468, -2.955, 0.635], [-3.871, -5.291, -0.556], [-3.985, -7.121, -2.184], [-1.913, -8.010, -3.210], [0.275, -7.018, -2.612], [0.396, -5.124, -1.059], [1.234, -3.524, 2.108], [2.457, -4.881, 3.771], [1.355, -6.827, 4.831], [-0.954, -7.433, 4.196], [-2.172, -6.102, 2.527], [-2.974, -3.877, 3.531], [-5.249, -3.487, 4.373], [-7.045, -2.766, 2.828], [-6.539, -2.428, 0.429], [-4.262, -2.779, -0.418], [0.352, 0.972, -8.166], [-0.130, 1.037, -6.357], [0.549, 2.612, -5.596], [-2.010, 1.048, -6.303], [0.853, -0.794, -5.266], [1.743, -0.157, -2.969], [-0.358, -2.810, -5.149], [-1.808, -2.801, -3.971], [-0.993, -3.092, -6.891], [0.830, -4.167, -4.677], [2.952, -1.179, -6.269], [2.766, -1.878, -7.998], [3.986, -2.372, -5.263], [3.862, 0.462, -6.338], [-0.098, 1.827, -8.681], [-0.022, 0.064, -8.647], [1.432, 1.017, -8.322], [0.067, 3.486, -6.045], [1.626, 2.689, -5.773], [0.380, 2.636, -4.515], [-2.383, 1.487, -7.233], [-2.390, 1.654, -5.480], [-2.437, 0.045, -6.215], [-2.564, -2.059, -4.237], [-1.480, -2.632, -2.944], [-2.278, -3.791, -4.010], [-1.723, -2.328, -7.175], [-1.490, -4.066, -6.958], [-0.186, -3.077, -7.629], [1.323, -3.948, -3.725], [1.593, -4.318, -5.445], [0.274, -5.101, -4.565], [2.299, -2.867, -7.969], [3.757, -1.996, -8.448], [2.172, -1.239, -8.656], [3.614, -3.396, -5.340], [4.025, -2.105, -4.204], [5.008, -2.360, -5.652], [3.386, 1.171, -7.019], [4.884, 0.294, -6.693], [3.930, 0.932, -5.351], [1.062, 5.542, -1.662], [1.004, 4.723, -0.448], [1.134, 5.387, 0.851], [0.550, 3.497, -0.518], [0.151, 2.414, -0.579], [0.243, 6.262, -1.678], [0.993, 4.898, -2.536], [2.011, 6.075, -1.689], [0.315, 6.090, 1.008], [2.080, 5.925, 0.883], [1.126, 4.641, 1.641]],
  "forces_ev_per_a": [[-0.390, 0.028, 0.169], [-0.018, -0.008, 0.007], [-0.077, 0.052, 0.054], [0.021, 0.024, -0.037], [0.043, -0.042, 0.053], [-0.028, -0.021, 0.028], [0.042, -0.011, 0.040], [0.015, -0.004, -0.148], [0.078, -0.006, 0.096], [0.006, 0.084, 0.020], [0.018, -0.010, 0.029], [-0.015, -0.024, 0.072], [-0.088, 0.052, -0.085], [-0.003, -0.112, -0.059], [0.117, 0.002, 0.031], [-0.010, -0.002, 0.082], [-0.141, 0.038, 0.029], [0.009, -0.027, -0.107], [-0.013, -0.036, 0.101], [0.035, 0.110, -0.069], [-0.086, 0.048, 0.064], [0.003, -0.011, 0.013], [-0.014, 0.008, -0.004], [0.029, -0.011, -0.009], [-0.011, -0.007, 0.011], [-0.019, 0.011, -0.008], [0.022, 0.025, -0.024], [-0.018, -0.015, -0.014], [0.015, 0.014, -0.025], [0.054, 0.007, 0.002], [0.009, -0.019, -0.037], [0.012, 0.001, -0.003], [0.020, 0.009, 0.012], [-0.011, 0.018, -0.017], [0.097, -0.055, -0.049], [0.023, -0.015, -0.016], [0.067, 0.310, 0.005], [0.123, -0.020, -0.168], [-0.052, -0.115, -0.008], [0.024, -0.013, 0.006], [0.022, 0.006, 0.018], [0.020, 0.007, 0.018], [-0.029, 0.032, -0.018], [-0.015, -0.033, -0.012], [0.221, 0.006, 0.106], [-0.021, -0.062, 0.011], [-0.058, -0.022, -0.024], [-0.022, 0.041, -0.036], [0.026, 0.035, -0.010], [-0.009, 0.027, -0.017], [-0.197, 0.064, -0.019], [-0.016, 0.005, -0.044], [0.016, 0.025, -0.036], [0.045, -0.013, -0.016], [0.043, -0.025, 0.033], [-0.039, 0.009, 0.069], [0.004, 0.027, -0.002], [0.022, 0.009, 0.003], [-0.003, 0.027, 0.018], [0.004, 0.015, -0.030], [-0.041, 0.009, -0.004], [-0.049, -0.091, 0.030], [-0.011, -0.006, 0.004], [0.011, 0.000, 0.002], [0.004, 0.000, -0.005], [-0.005, 0.005, -0.013], [0.004, -0.010, 0.004], [-0.010, -0.001, -0.011], [0.012, -0.005, -0.002], [0.018, -0.010, 0.002], [0.019, -0.027, 0.025], [0.003, 0.002, -0.100], [0.008, -0.047, 0.035], [0.014, 0.106, -0.013], [-0.105, 0.055, -0.009], [-0.005, -0.191, -0.016], [0.134, -0.083, -0.024], [-0.002, 0.125, -0.020], [-0.115, -0.106, 0.048], [-0.036, 0.002, -0.113], [0.106, -0.065, 0.013], [-0.086, 0.004, 0.053], [0.014, -0.043, -0.093], [0.059, -0.102, 0.029], [0.089, 0.101, -0.026], [0.032, -0.041, -0.001], [0.018, 0.038, 0.024], [-0.035, -0.001, 0.009], [0.043, -0.011, 0.040], [-0.057, 0.004, 0.033], [-0.010, -0.002, -0.023], [-0.009, -0.021, 0.040], [0.013, -0.028, -0.043], [0.027, 0.046, -0.014], [0.013, -0.021, -0.016], [0.004, 0.025, 0.006], [-0.005, 0.042, 0.011], [0.039, -0.040, -0.006], [0.025, 0.046, -0.002], [-0.052, -0.002, 0.037], [-0.012, -0.024, -0.047], [-0.062, 0.016, 0.067], [-0.003, -0.058, 0.026], [0.017, 0.056, -0.009], [-0.051, -0.002, -0.002], [0.032, -0.048, 0.045], [0.028, 0.070, 0.023], [-0.011, 0.004, -0.037], [-0.016, -0.015, 0.020], [0.017, -0.019, 0.038], [-0.039, 0.043, 0.011], [-0.011, -0.050, -0.054], [-0.007, -0.062, 0.082], [0.026, -0.021, -0.071], [-0.018, -0.056, -0.082], [-0.072, 0.171, 0.068], [0.211, -0.113, -0.004], [-0.019, 0.011, -0.002], [0.001, 0.000, -0.001], [0.019, 0.009, 0.009], [-0.017, 0.006, -0.002], [0.012, 0.005, -0.013], [-0.002, -0.011, 0.002]],
  "mulliken_charge": [0.550, -1.246, 0.887, -0.925, -0.934, -0.706, 0.459, 0.328, 0.630, -0.555, -0.993, -0.362, 0.033, 0.785, 0.010, -0.682, -0.983, -0.749, 0.253, -0.395, 1.059, 0.444, -0.042, 0.337, 0.473, 0.473, 0.330, 0.523, 0.425, 0.351, 0.560, 0.491, 0.523, 0.583, -0.888, 0.189, -0.121, 0.228, 0.759, -0.470, -0.631, -0.611, -0.623, -0.465, 0.264, -0.786, -0.509, -0.548, -0.675, -0.313, 0.857, -0.872, -0.615, -0.721, -0.766, -0.582, 0.369, 0.420, 0.394, 0.461, 0.353, 0.598, 0.424, 0.398, 0.415, 0.467, 0.405, 0.436, 0.421, 0.487, 0.566, -1.209, 0.860, -0.834, -1.202, 0.250, -1.274, 0.031, -0.227, -1.061, -0.761, 0.516, -1.064, -0.918, -0.949, 0.425, 0.315, 0.281, 0.432, 0.318, -0.110, 0.501, 0.375, 0.295, 0.341, -0.325, 0.475, 0.274, 0.388, 0.258, 0.284, 0.294, 0.312, 0.288, 0.404, 0.306, 0.283, 0.206, 0.397, 0.249, 0.403, 0.198, -0.819, 0.158, -0.911, 0.200, -0.111, 0.325, 0.204, 0.324, 0.323, 0.322, 0.303],
  "s2": 2.015,
  "molar_mass_g_mol": 1150.52,
  "orbital_gap_ev": [6.4, 6.7],
  "spin_multiplicity": 3,
  "fmax_ev_per_a": 0.4,
  "e_above_lowest_ev": 0.000,
  "charge": 1
}